Record 1
DFT (ωB97M-V/def2-TZVPD) results for the ion C6H12NO with charge +1 at a distorted geometry.

The geometry in XYZ format:
```
20
C6H12NO ωB97M-V/def2-TZVPD
C 2.222 -1.360 1.543
C 0.753 -1.051 1.337
C 0.677 1.851 0.791
C -1.841 -0.782 -1.070
C 0.919 0.812 -0.235
C -0.351 -1.244 -0.856
N 0.324 -0.427 0.139
O 3.318 -1.081 1.436
H 0.277 -1.884 1.701
H 0.640 -0.285 2.186
H 0.047 2.693 0.452
H 0.167 1.349 1.688
H 1.543 2.398 1.158
H -1.788 0.310 -1.087
H -2.150 -1.433 -1.901
H -2.464 -0.919 -0.155
H 2.003 0.577 -0.440
H 0.504 1.061 -1.248
H 0.201 -1.128 -1.812
H -0.426 -2.262 -0.672
```

As for the total charge: +1. As for the expectation value of S²: 2.0072. Its maximum force is 4.79 eV/A. As for the spin multiplicity: 3. As for the HOMO energy (spin up / spin down): -0.4132 / -0.6146 hartree. The orbital gap (spin up / spin down) comes out at 8.107 / 9.048 eV. For the calculated total energy, the calculation gives -9942.3719 eV.



Record 2
DFT (ωB97M-V/def2-TZVPD) results for a cluster of 2 separate species, C6H12NO3S in total at a distorted geometry.

The geometry in XYZ format:
```
23
C6H12NO3S ωB97M-V/def2-TZVPD
C 1.287 0.361 0.116
C -0.550 2.084 0.386
C -1.833 1.305 0.810
C -3.091 1.288 -0.183
C 1.875 -2.625 1.525
C 2.236 -1.860 0.269
N -0.046 0.789 0.116
O 2.220 1.104 0.113
O -1.030 0.121 0.665
O 1.199 -0.960 -0.114
S -0.434 -0.173 -2.594
H -0.652 2.716 -0.583
H -0.064 2.761 1.202
H -2.195 1.326 1.847
H -2.846 1.455 -1.266
H -3.555 2.148 0.162
H -3.411 0.356 0.139
H 2.191 -2.004 2.270
H 0.721 -2.699 1.618
H 2.406 -3.636 1.514
H 2.130 -2.582 -0.535
H 3.215 -1.151 0.308
H -1.436 -0.647 -3.391
```

As for the total charge: +1. Its maximum force is 4.48 eV/A. As for the HOMO energy (spin up / spin down): -0.4870 / -0.4854 hartree. The orbital gap (spin up / spin down) comes out at 4.913 / 4.785 eV. For the calculated total energy, the calculation gives -24869.7995 eV.



Record 3
DFT (ωB97M-V/def2-TZVPD) results for a cluster of 2 separate species, C6H12NO4 in total at a distorted geometry.

The geometry in XYZ format:
```
23
C6H12NO4 ωB97M-V/def2-TZVPD
C -1.094 0.267 -0.497
C -0.057 0.256 -1.268
C 0.842 0.895 1.699
C -1.893 -0.878 0.088
C 0.583 1.581 -1.714
C 0.670 -0.941 -1.868
N 1.121 -0.234 2.661
O -0.185 -0.526 3.262
O 1.570 -1.303 2.000
O 1.721 1.066 0.851
O -0.134 1.580 1.930
H -1.589 1.219 -0.288
H -2.181 -0.419 1.033
H -1.384 -1.837 0.144
H -2.816 -0.943 -0.465
H 0.919 1.866 -0.773
H -0.195 2.214 -2.123
H 1.385 1.331 -2.463
H 1.756 -0.953 -1.806
H 0.372 -1.039 -3.025
H 0.236 -2.001 -1.581
H 0.961 -1.559 1.235
H -0.607 0.360 2.970
```

As for the total charge: -1. Its maximum force is 4.12 eV/A. As for the HOMO energy: -0.1692 hartree. The orbital gap comes out at 8.221 eV. For the calculated total energy, the calculation gives -16094.4473 eV.



Record 4
DFT (ωB97M-V/def2-TZVPD) results for an isolated molecule of C6H12NP at a distorted geometry.

The geometry in XYZ format:
```
20
C6H12NP ωB97M-V/def2-TZVPD
C 0.003 1.851 -0.040
C 1.214 1.253 -0.587
C 1.860 0.347 0.447
C 1.642 -1.134 0.041
C -1.483 0.074 0.119
C -2.924 -0.189 -0.130
N -1.092 1.300 0.164
P -0.180 -1.443 -0.037
H 0.122 2.755 0.471
H 1.196 0.644 -1.445
H 1.801 2.042 -0.958
H 2.891 0.571 0.401
H 1.347 0.542 1.388
H 1.872 -1.352 -0.991
H 2.094 -1.923 0.757
H -3.385 -1.218 -0.027
H -3.240 0.085 -1.147
H -3.409 0.365 0.614
H -0.095 -2.822 -0.490
H -0.234 -1.749 1.452
```

The SMILES is CC1=[PH2]CCCC=N1. Its maximum force is 2.87 eV/A. As for the HOMO energy: -0.2300 hartree. The orbital gap comes out at 7.107 eV. For the calculated total energy, the calculation gives -17190.7277 eV.



Calculated values (kcal/mol) of energy above the lowest of the compared OMol25 structures with the same formula, charge and spin for the records, taken in order: 1.5; 130.5; 81.1; 67.7.